# 1
{
  "formula": "CH2N3S2",
  "method": "wB97M-V/def2-TZVPD",
  "charge": 1,
  "mol_weight_da": 120.18,
  "energy_ha": -999.53970,
  "spin_multiplicity": 1,
  "homo_ev": [-13.8, -13.4],
  "smiles": "S=N/N=C\\[NH+]=S",
  "homo_lumo_gap_ev": [7.165, 6.980],
  "symbols": ["C", "N", "N", "N", "S", "S", "H", "H"],
  "xyz": [[-0.66252, 0.49284, 0.00625], [0.57484, 0.90040, 0.01217], [1.71694, 0.56409, 0.00738], [-1.08800, -0.78152, -0.00686], [3.20955, 0.56804, -0.01042], [-0.24191, -2.16669, -0.00006], [-1.40059, 1.28228, 0.00899], [-2.10832, -0.85943, -0.01744]],
  "forces_ev_per_angstrom": [[-0.6, 0.1, 0.0], [0.6, -0.2, 0.0], [-0.9, 0.5, 0.0], [-0.4, 0.2, 0.0], [0.7, -0.4, 0.0], [0.5, -0.1, 0.0], [-0.1, -0.1, 0.0], [0.2, 0.0, 0.0]],
  "nbo_charge": [0.18, -0.07, -0.16, -0.64, 0.68, 0.31, 0.25, 0.44]
}

# 2
{
  "formula": "CH2N4O2",
  "method": "wB97M-V/def2-TZVPD",
  "charge": 0,
  "mol_weight_da": 102.05,
  "energy_ha": -408.55402,
  "spin_multiplicity": 1,
  "homo_ev": -8.3,
  "smiles": "O=N/N=C\\N=N\\O",
  "homo_lumo_gap_ev": 7.282,
  "symbols": ["C", "N", "N", "N", "N", "O", "O", "H", "H"],
  "xyz": [[0.36013, -1.34378, -0.02253], [1.03303, -0.24394, -0.17991], [-0.99507, -1.23450, 0.11017], [0.35244, 0.84988, -0.06927], [-1.56070, -0.18752, 0.13846], [-2.55483, 0.47349, 0.10937], [0.97288, 2.06441, 0.16784], [0.64893, -2.36353, 0.13382], [1.74319, 1.98550, -0.38796]],
  "forces_ev_per_angstrom": [[-1.3, -1.2, -0.2], [1.1, 3.2, 1.3], [-0.6, 0.5, -0.2], [-1.8, -2.7, -0.7], [-0.4, 1.4, 1.1], [1.0, -0.7, -0.4], [0.0, -1.0, -0.1], [1.0, 0.2, -0.4], [1.1, 0.4, -0.3]],
  "nbo_charge": [-0.03, -0.21, -0.10, -0.03, 0.46, -0.25, -0.52, 0.22, 0.47]
}

# 3
{
  "formula": "CH2N4O2",
  "method": "wB97M-V/def2-TZVPD",
  "charge": 0,
  "mol_weight_da": 102.05,
  "energy_ha": -408.53117,
  "spin_multiplicity": 3,
  "homo_ev": [-9.8, -10.6],
  "homo_lumo_gap_ev": [10.299, 7.478],
  "symbols": ["C", "N", "N", "N", "N", "O", "O", "H", "H"],
  "xyz": [[0.83383, 1.21845, -0.11503], [0.10505, 0.73733, -1.11260], [1.10722, 0.26263, 0.75467], [-0.20503, -0.47892, -0.90837], [0.60502, -0.83092, 0.40998], [-1.31033, -1.39216, 1.21299], [-0.74777, -1.22704, -1.58617], [1.26377, 2.23386, -0.01204], [-1.65176, -0.52322, 1.35657]],
  "forces_ev_per_angstrom": [[-0.6, 1.1, -2.2], [-0.5, 4.2, -1.9], [0.4, -2.8, 1.7], [5.0, 2.1, 4.9], [0.1, 0.0, -0.2], [-0.6, -1.9, 0.5], [-2.5, -3.2, -2.8], [-0.7, -0.9, -0.4], [-0.5, 1.5, 0.4]],
  "mulliken_spin": [0.30, -0.08, 0.06, 0.13, 0.26, 0.95, 0.40, 0.01, -0.02]
}